Entry 1:
{
  "formula": "C22H12AlF18O6",
  "method": "ωB97M-V/def2-TZVPD",
  "elements": ["C", "Al", "F", "O", "F", "C", "H", "F", "F", "C", "H", "C", "F", "C", "C", "F", "C", "F", "C", "C", "F", "F", "O", "H", "F", "C", "F", "F", "C", "H", "H", "C", "C", "C", "F", "H", "C", "O", "C", "O", "H", "C", "C", "C", "H", "C", "C", "F", "F", "F", "F", "H", "C", "O", "H", "H", "F", "O", "H"],
  "xyz": [[4.69312, -6.44977, -1.90281], [-3.11277, 2.30947, 0.84136], [0.23940, 0.01165, -2.70716], [1.64891, 5.16676, 2.25499], [1.31028, -1.80514, -2.45481], [-2.26075, 4.60173, 1.04497], [0.03780, 3.22819, 2.93145], [-3.29493, 0.20338, 2.72410], [-2.19580, -1.84609, 1.28409], [-1.23243, -0.31273, -0.30704], [-3.08705, 2.47699, -0.74840], [-0.69403, -1.39193, -4.81672], [-2.09549, 0.01544, -1.25406], [3.06016, -4.52192, -1.67869], [-1.29328, -2.31252, -5.91677], [-0.37024, -3.25240, -3.45865], [-3.13749, 0.32216, 1.36472], [-1.24688, -1.61418, -7.04371], [3.83055, -5.43476, -2.55796], [0.09999, -1.25216, -2.35657], [-2.53606, -2.60713, -5.71001], [-0.98642, -0.22360, 1.98558], [4.07462, -5.70657, 1.50975], [2.59394, 6.52360, 4.24692], [-4.23624, -0.25804, 0.81543], [1.36278, 4.91499, 3.40531], [-0.58004, -3.36870, -6.11888], [0.78104, -1.44037, -0.13911], [1.61774, 5.45032, 5.78841], [5.39298, -7.27107, -0.08116], [-4.34078, 5.49309, 1.39552], [0.44439, 3.80262, 3.75650], [1.92565, 5.71725, 4.52299], [0.69944, 4.33810, 6.13885], [-0.84734, -2.67135, -0.75780], [-1.89456, 5.47421, 1.58712], [0.13888, 3.53895, 5.02621], [-1.84181, 3.43555, 1.53622], [-0.79616, -1.99771, -3.39531], [-4.39986, 3.42817, 1.41881], [-0.52944, 2.73349, 5.30259], [-0.34028, -1.44598, -0.86221], [3.99937, -5.62391, 0.30207], [-3.85605, 4.63011, 0.92571], [2.01709, 6.02365, 6.61596], [3.13752, -4.60980, -0.35268], [-1.89131, -0.55195, 1.06619], [-1.83530, 4.81025, -0.28999], [-0.43476, 0.73797, -0.16470], [-1.35913, -0.27476, -4.87353], [0.56048, -1.20294, -5.14686], [-4.08448, 4.71433, -0.14296], [4.77053, -6.53759, -0.57805], [0.42430, 4.09782, 7.29822], [2.43747, -3.78913, -2.17311], [2.58166, -3.95231, 0.30432], [-2.07737, -2.00927, -3.07738], [3.76023, -5.35802, -3.76643], [5.24821, -7.10646, -2.56086]],
  "spin_multiplicity": 1,
  "homo_energy_ev": -5.907,
  "gap_ha": 0.2138,
  "total_charge": -1,
  "lumo_ev": -0.09
}

---

Entry 2:
{
  "formula": "C22H12ClF5NO7SSn",
  "method": "ωB97M-V/def2-TZVPD",
  "elements": ["Cl", "O", "O", "C", "H", "C", "C", "F", "C", "C", "C", "H", "F", "C", "H", "H", "C", "C", "C", "C", "N", "H", "C", "H", "F", "C", "C", "C", "O", "H", "F", "C", "H", "C", "C", "O", "H", "C", "C", "H", "S", "O", "O", "F", "C", "H", "H", "Sn", "O", "C"],
  "xyz": [[-0.59551, -6.54059, 3.79386], [-2.12761, -0.70089, -1.42954], [-0.01921, 9.47901, -1.11864], [-2.86951, -4.62709, 1.14746], [0.49899, -6.43889, -1.24854], [0.02729, 3.09451, -1.01854], [-1.17531, -5.80979, 2.33396], [6.06699, 0.31651, 1.97216], [-0.18491, 4.58511, -0.97014], [4.33609, -0.19829, 0.42226], [-1.75181, 6.40671, -0.94564], [1.88509, 5.10771, -1.06354], [4.22279, 0.43761, 3.97856], [4.76749, 0.10001, 1.71006], [-2.29831, 4.33281, -0.87014], [-2.76171, 6.78661, -0.91794], [-0.40471, -5.89369, 1.18706], [-2.40871, -5.17899, 2.32926], [0.62919, 6.84311, -1.05704], [2.99379, -0.42329, 0.17506], [-0.95951, 8.71041, -1.05754], [-1.03351, -2.97869, -1.50474], [-2.72761, -1.76599, -1.02724], [1.43289, 7.56241, -1.11394], [1.62589, 0.02681, 3.48346], [3.82229, 0.16091, 2.72916], [-0.87141, -5.36179, -0.00684], [-1.49521, 5.05391, -0.92094], [-2.12341, 9.06051, -1.03194], [-2.99331, -5.12119, 3.23466], [5.22479, -0.28819, -0.58124], [2.00919, -0.33519, 1.16606], [0.62489, -4.68689, -1.38834], [-0.68541, 7.30051, -1.01684], [0.87489, 5.48371, -1.03144], [-3.67951, -1.80799, -0.28824], [-3.81201, -4.10519, 1.09926], [-2.11751, -3.03929, -1.65944], [2.48149, -0.05779, 2.46086], [0.55369, -6.39249, 1.21716], [0.32149, -0.62099, 0.88746], [-2.65231, -4.25669, -1.19774], [1.16559, 2.61621, -0.97594], [2.63389, -0.74259, -1.08944], [-0.07571, -5.51429, -1.27014], [-0.74801, -5.52109, -2.12704], [-2.32641, -2.98999, -2.73154], [-0.15751, 0.25051, -1.50844], [-1.02481, 2.40491, -1.14174], [-2.11821, -4.72279, -0.01754]],
  "spin_multiplicity": 1,
  "homo_energy_ev": -5.859,
  "gap_ha": 0.2583,
  "total_charge": -1,
  "lumo_ev": 1.17
}

---

Entry 3:
{
  "formula": "C22H12ClN5O8V",
  "method": "ωB97M-V/def2-TZVPD",
  "elements": ["C", "O", "H", "N", "O", "O", "H", "C", "H", "C", "C", "H", "H", "C", "V", "N", "C", "C", "C", "O", "C", "C", "C", "C", "N", "O", "Cl", "O", "H", "C", "C", "C", "H", "O", "C", "H", "O", "H", "C", "N", "C", "H", "H", "C", "H", "C", "N", "C", "C"],
  "xyz": [[1.28017, -0.74682, -1.48893], [1.98692, -4.80827, 5.45190], [3.88238, -0.29119, -1.75608], [-2.45911, -0.65241, -0.98017], [0.66182, -0.10977, 1.59354], [3.13997, 0.38359, 2.41363], [1.44136, 3.52317, 0.23201], [-0.68425, -2.05470, -1.71234], [-5.09163, -2.93673, -2.65400], [-3.74190, -0.38289, -0.89778], [-1.16176, -4.07109, -2.92713], [-5.76697, -0.89136, -1.41101], [3.88732, 3.65514, -0.14025], [-0.24284, -2.07553, 2.41909], [-0.87703, -0.02565, 0.36582], [-1.35957, -1.77618, 1.55622], [-2.06978, -1.76551, -1.67013], [-0.23905, -3.19561, -2.31392], [1.90628, -1.39068, 3.20891], [-2.08407, -2.72438, 1.12730], [4.02428, 1.68122, -0.96740], [-2.49959, -3.79836, -2.92294], [1.98228, 2.69175, -0.19796], [-4.72856, -1.17137, -1.51049], [3.06841, -0.50202, 3.24145], [-0.04152, 1.48444, -0.30460], [5.73347, 1.80008, -1.23825], [3.90980, -0.71319, 4.09639], [-1.01309, -3.93661, 3.11312], [3.35089, 0.53990, -1.31013], [1.96029, -2.53242, 3.99117], [3.33883, 2.76193, -0.40638], [1.75374, -1.35220, -2.26205], [0.07409, -5.43447, 4.68661], [1.26951, 1.52710, -0.50302], [-4.01942, 0.48184, -0.30796], [-1.94622, -0.57851, 1.81744], [-0.79449, -4.97388, -3.39557], [-2.98587, -2.63328, -2.28222], [1.00063, -4.64987, 4.75937], [0.79313, -1.11692, 2.38168], [0.81395, -3.44569, -2.30551], [2.82505, -2.71697, 4.60963], [-0.20325, -3.22357, 3.15524], [-3.20411, -4.47548, -3.38834], [1.97316, 0.43373, -1.05775], [0.10508, -1.07437, -1.06990], [0.91961, -3.43358, 3.95193], [-4.35278, -2.29375, -2.19196]],
  "spin_multiplicity": 2,
  "homo_energy_ev": [-7.872, -7.722],
  "gap_ha": [0.2371, 0.2313],
  "total_charge": 0,
  "lumo_ev": [-1.42, -1.43]
}

---

Entry 4:
{
  "formula": "C22H12N7S2Sr",
  "method": "ωB97M-V/def2-TZVPD",
  "elements": ["N", "C", "S", "C", "N", "C", "H", "C", "C", "S", "C", "H", "C", "C", "H", "N", "C", "H", "H", "C", "C", "H", "N", "C", "H", "C", "C", "H", "C", "C", "N", "C", "H", "N", "C", "N", "C", "C", "C", "Sr", "H", "C", "H", "H"],
  "xyz": [[0.14727, 1.99076, 0.05444], [3.02933, 0.56767, 0.48406], [-0.64368, -1.53420, 3.45999], [2.06930, -4.30620, 2.29340], [2.40335, 1.71368, 0.67599], [0.47855, 1.41825, 2.26222], [0.37250, -0.14905, 5.19661], [-1.80878, 1.46960, 3.20126], [0.78657, -2.55878, 3.31054], [-0.11715, -3.61114, 0.89252], [3.02247, -1.74697, 0.18960], [-5.86073, -1.63679, -0.20286], [4.37986, -1.82404, 0.03277], [-1.10523, 1.93255, 0.72390], [4.96545, 1.50461, 0.35944], [-2.22784, 2.06503, 0.01662], [1.71548, -2.50023, 4.39022], [-1.93216, 0.74678, 5.20001], [-6.43906, 0.73181, -0.85378], [-0.03905, 0.10265, 4.22213], [-3.16765, 1.12762, -0.00548], [2.42408, -2.65039, 0.13259], [2.96282, -5.03029, 2.28893], [1.09966, 1.75766, 0.93942], [4.85926, -2.77845, -0.12595], [-1.34418, 0.84201, 4.29714], [-5.43775, 0.48013, -0.52291], [6.18012, -0.62173, -0.02513], [-0.93556, 1.60750, 2.07247], [0.96357, 0.71730, 3.29758], [2.33178, -0.60895, 0.41229], [-5.12690, -0.84524, -0.16612], [-3.52835, -2.10926, 0.48191], [-2.86568, -0.17180, 0.28727], [4.44942, 0.55608, 0.30898], [2.42419, -2.38254, 5.29111], [-3.83280, -1.09977, 0.21658], [0.93060, -3.41602, 2.26012], [-4.48178, 1.45135, -0.45667], [-0.31436, -0.71687, 0.50219], [-2.80198, 1.90356, 3.17871], [5.10293, -0.61820, 0.09739], [-4.68269, 2.47859, -0.72648], [2.01774, 0.50032, 3.42349]],
  "spin_multiplicity": 1,
  "homo_energy_ev": -4.454,
  "gap_ha": 0.2353,
  "total_charge": -1,
  "lumo_ev": 1.95
}

---

The records above give, respectively, E values of -3337.09593 -2999.08968 -3125.28152 -2056.08191 a.u..
The records above give, respectively, energy above the lowest of the compared OMol25 structures with the same formula, charge and spin values of 0.00 8.92 0.00 34.61 kcal/mol.